Here is a molecular structure, C56H50NO3P2RhS3Te from the OMol25 dataset. Energies are from ωB97M-V/def2-TZVPD.

```
117
Properties=species:S:1:pos:R:3:forces:R:3:mulliken_charge:R:1
Rh 0.066859 0.705453 -0.716400 0.486 0.644 -0.055 -0.284
S 1.275633 0.896251 1.340874 -0.015 -0.154 0.091 -0.631
P -0.632435 1.124758 2.017167 -0.159 -0.107 -0.036 1.762
C -1.556184 1.119374 0.626431 0.401 0.221 -0.142 0.036
P -2.544963 1.872051 -0.486605 -0.151 -0.120 0.152 0.225
S -1.686433 1.501815 -2.294555 -0.091 -0.167 0.000 -0.771
C -4.243295 1.220249 -0.457013 0.031 -0.013 0.004 0.638
C -4.794900 0.833854 0.760415 -0.024 0.009 -0.001 0.182
C -6.099312 0.366343 0.819249 0.009 0.008 -0.008 -0.713
C -6.854230 0.278076 -0.342784 -0.014 -0.009 0.028 -0.566
C -6.305450 0.658757 -1.558847 -0.010 -0.001 -0.023 -0.697
C -5.002261 1.130413 -1.617296 0.020 -0.014 -0.017 -0.697
C -2.851252 3.658134 -0.283266 0.018 -0.023 0.014 0.747
C -3.182927 4.134013 0.983903 0.077 0.010 0.020 -0.354
C -3.411723 5.485706 1.184391 0.004 -0.009 0.001 -0.690
C -3.323686 6.370315 0.116713 -0.003 0.011 0.009 -0.662
C -3.008914 5.899491 -1.148929 -0.001 0.007 -0.016 -0.428
C -2.770658 4.546064 -1.348348 -0.125 0.001 -0.069 -0.663
C -0.796790 2.552835 3.124834 0.029 0.002 -0.036 0.367
C -1.778779 2.574293 4.111296 -0.061 -0.011 -0.010 -0.568
C -2.003990 3.731103 4.843463 -0.022 -0.014 0.010 -0.600
C -1.240448 4.864168 4.601176 0.009 0.021 0.002 -0.603
C -0.245513 4.840155 3.632749 0.006 0.004 -0.015 -0.740
C -0.025095 3.687720 2.894108 -0.043 -0.008 0.095 -0.384
C -1.001660 -0.287207 3.104497 -0.040 -0.009 -0.020 0.434
C -0.089627 -0.652654 4.093098 -0.002 0.004 -0.017 -0.891
C -0.337387 -1.754715 4.893942 0.020 0.004 0.009 -0.692
C -1.497181 -2.500406 4.712147 -0.016 -0.022 0.002 -0.609
C -2.407424 -2.141078 3.730697 0.000 0.019 -0.018 -0.774
C -2.158793 -1.033787 2.926677 0.019 -0.030 0.040 -0.043
H -4.196733 0.896753 1.662770 0.001 0.009 -0.001 0.131
H -6.524849 0.067268 1.768617 -0.003 -0.002 0.003 0.462
H -7.869986 -0.093149 -0.300553 -0.004 -0.002 0.000 0.390
H -6.891141 0.581710 -2.465628 -0.003 -0.001 -0.004 0.430
H -4.564531 1.411283 -2.568032 -0.001 0.002 -0.003 0.438
H -3.244781 3.450103 1.822353 0.009 -0.006 0.019 0.346
H -3.654014 5.848521 2.174860 -0.004 0.000 0.008 0.457
H -3.503023 7.426310 0.272289 0.002 0.004 0.003 0.404
H -2.944883 6.585504 -1.983705 0.001 0.007 -0.003 0.435
H -2.517887 4.173836 -2.334344 0.011 0.000 -0.001 0.343
H -2.369035 1.685861 4.308256 0.010 0.015 0.003 0.402
H -2.769129 3.744296 5.609183 0.003 0.002 0.000 0.430
H -1.412275 5.763761 5.178268 0.003 0.005 -0.004 0.397
H 0.359640 5.720302 3.456451 0.004 -0.003 -0.004 0.435
H 0.758830 3.645215 2.149928 0.039 -0.016 0.024 0.495
H 0.826001 -0.085443 4.216482 0.004 0.000 0.005 0.462
H 0.376805 -2.040469 5.655270 0.004 0.000 0.001 0.438
H -1.685625 -3.365567 5.335235 -0.001 -0.001 0.000 0.426
H -3.306549 -2.725239 3.581200 -0.003 -0.003 0.002 0.466
H -2.849492 -0.756811 2.140704 -0.001 0.000 -0.016 0.018
C 5.801869 -2.697510 0.319922 0.002 0.013 -0.016 -1.814
C 4.671552 -1.941937 -0.328892 -0.020 -0.056 0.050 0.084
C 4.907506 -0.930202 -1.257085 0.037 -0.010 -0.001 0.075
C 3.885464 -0.230971 -1.869541 -0.109 0.026 -0.058 0.544
C 4.213267 0.805696 -2.890737 -0.006 0.040 0.103 0.065
O 3.574508 0.935527 -3.913933 0.010 -0.008 -0.053 -0.677
C 5.401810 1.688599 -2.636228 -0.012 -0.021 -0.006 0.444
C 5.739916 2.106058 -1.353211 -0.013 0.002 0.006 0.049
C 6.813197 2.964043 -1.165132 0.006 0.012 0.001 -0.913
C 7.559540 3.395126 -2.253176 -0.004 -0.010 -0.013 -0.398
C 7.222787 2.981035 -3.535925 0.006 0.007 0.022 -0.636
C 6.139504 2.138932 -3.726110 -0.005 -0.002 -0.031 -0.590
C 2.527451 -0.493776 -1.534588 0.071 -0.023 0.055 1.329
O 1.589567 0.240451 -2.034828 -0.190 -0.164 -0.027 -1.577
C 2.275225 -1.555718 -0.615279 0.048 0.045 -0.028 -1.430
C 3.355470 -2.240199 -0.039846 0.039 0.045 -0.021 -0.790
C 0.916662 -2.026878 -0.339753 -0.172 0.027 0.034 1.631
N -0.150343 -1.301683 -0.476929 -0.064 0.003 -0.011 1.479
C -1.483071 -1.907256 -0.502399 0.095 -0.024 -0.002 0.818
C -2.057633 -1.971245 -1.914019 -0.005 -0.036 -0.009 -1.581
Te -0.886354 -2.987906 -3.376449 0.006 -0.018 0.023 0.273
C -1.231806 -4.946997 -2.679231 -0.004 0.023 -0.016 0.196
C -0.501183 -5.978818 -3.265251 -0.017 -0.004 0.009 -0.465
C -0.663909 -7.287493 -2.838139 0.002 -0.001 -0.005 -0.660
C -1.549686 -7.582889 -1.810527 0.006 -0.014 0.000 -0.431
C -2.276646 -6.559146 -1.223808 -0.007 0.010 0.012 -0.728
C -2.124980 -5.248505 -1.657581 0.018 -0.008 -0.008 0.025
C 0.809413 -3.431170 0.171360 -0.038 0.016 -0.027 -0.710
C 1.246911 -4.512451 -0.582945 0.011 0.013 -0.026 0.316
C 1.170953 -5.796248 -0.066083 -0.012 -0.002 0.012 -1.215
C 0.679280 -6.002778 1.215073 -0.001 0.003 -0.003 -0.651
C 0.263780 -4.921834 1.981245 0.000 -0.014 -0.006 -0.928
C 0.326389 -3.638499 1.461014 0.029 -0.011 -0.040 0.658
H 6.753517 -2.192343 0.155224 0.005 0.004 0.003 0.381
H 5.890902 -3.708901 -0.082727 0.004 -0.004 -0.004 0.319
H 5.652262 -2.785569 1.396820 0.000 -0.003 0.008 0.392
H 5.931962 -0.675436 -1.509254 -0.008 -0.007 0.003 0.514
H 5.136294 1.786721 -0.514040 0.003 0.000 0.006 0.466
H 7.064528 3.301556 -0.167861 -0.001 0.000 0.004 0.398
H 8.402166 4.058023 -2.102673 0.005 0.005 0.001 0.390
H 7.802830 3.318253 -4.385231 0.004 0.003 -0.004 0.400
H 5.847730 1.819368 -4.718307 -0.001 -0.001 0.000 0.446
H 3.152140 -3.027559 0.674863 -0.020 -0.015 0.015 0.642
H -2.132808 -1.274412 0.101815 -0.015 0.009 0.003 -1.106
H -1.459208 -2.904972 -0.071010 -0.004 0.008 0.035 0.657
H -2.185349 -0.972815 -2.323630 -0.003 0.006 -0.020 -0.030
H -3.040725 -2.441895 -1.888275 -0.009 0.018 0.002 0.791
H 0.204224 -5.762600 -4.059605 0.011 0.004 -0.014 0.373
H -0.092873 -8.078579 -3.308083 0.002 -0.003 -0.001 0.392
H -1.672398 -8.603391 -1.471881 0.000 -0.003 0.001 0.400
H -2.969996 -6.776676 -0.420728 0.000 -0.002 0.000 0.396
H -2.710139 -4.469812 -1.187026 -0.009 0.003 0.005 0.293
H 1.637431 -4.340822 -1.578340 -0.001 -0.002 0.004 0.630
H 1.489562 -6.636540 -0.668329 0.003 -0.004 -0.002 0.418
H 0.622533 -7.006253 1.616871 -0.001 -0.007 0.003 0.399
H -0.108366 -5.073710 2.986538 -0.003 -0.001 0.004 0.457
H 0.010035 -2.790118 2.054638 -0.027 0.059 0.043 0.192
C 0.686866 4.452897 -0.746819 0.009 -0.075 0.064 -0.765
S 1.240693 2.824529 -1.230227 -0.001 -0.241 -0.089 1.159
C 1.178191 3.038024 -3.001893 0.053 0.022 0.036 -1.419
O 2.659910 2.729820 -0.837964 -0.087 0.095 -0.030 -0.504
H 1.299622 5.170524 -1.290316 -0.003 0.022 0.012 0.602
H 0.859740 4.549893 0.320638 -0.006 -0.003 0.004 0.243
H -0.369321 4.575021 -0.967466 -0.025 0.006 -0.035 -0.051
H 0.173318 3.335897 -3.287155 -0.015 0.024 -0.031 0.398
H 1.452242 2.083181 -3.443855 0.010 -0.026 0.006 0.208
H 1.917551 3.799752 -3.249091 0.003 -0.006 0.021 0.586
```
Forces are in eV/Å.

Properties
relative energy (zero: lowest compared OMol25 entry of this formula, charge and spin) = 0.0 kcal per mole
orbital gap = 7.27 eV
LUMO = 0.04 eV
total charge = 0
highest occupied orbital energy = -7.2 eV
multiplicity = 1

=====

Here is a molecular structure, C56H55N5PRu from the OMol25 dataset. Energies are from ωB97M-V/def2-TZVPD.

```
118
Properties=species:S:1:pos:R:3:forces:R:3:mulliken_spin:R:1
Ru -0.226255 -0.640431 0.920063 -0.330 -1.173 1.198 0.644
C -6.961255 -1.708413 -2.633201 0.023 -0.010 0.009 0.000
C -6.180955 -0.576104 -2.822332 0.018 -0.004 0.026 0.001
C -4.980507 -0.434218 -2.138100 -0.054 -0.022 -0.021 -0.006
C -4.540972 -1.424357 -1.264437 0.110 0.038 0.071 -0.020
C -5.333193 -2.553904 -1.073943 -0.070 -0.024 -0.007 -0.005
C -6.536280 -2.695626 -1.753341 0.055 0.031 0.018 0.002
C -3.253333 -1.255535 -0.518958 -0.122 -0.163 -0.270 0.017
C -3.205138 -0.274134 0.450856 -0.199 -0.060 0.410 0.013
C -4.350550 0.491817 0.918507 0.067 -0.179 -0.294 -0.002
C -3.964935 1.128997 2.035220 0.177 0.057 0.259 0.004
C -2.565690 0.796433 2.255295 -0.212 0.079 -0.141 0.019
C -1.789710 1.311773 3.288505 -0.060 0.194 0.123 -0.009
C -2.521877 2.000296 4.398638 0.137 0.044 -0.078 -0.004
C -3.402200 1.259786 5.186032 0.031 0.013 0.065 -0.008
C -4.074731 1.851214 6.246551 0.018 0.034 -0.031 0.003
C -3.880264 3.196558 6.532251 0.007 -0.042 -0.015 -0.001
C -3.024224 3.948204 5.739468 0.003 -0.025 -0.008 0.003
C -2.353351 3.354150 4.678807 -0.051 0.051 -0.079 -0.007
C -0.401545 1.206766 3.354967 0.208 0.082 0.049 0.025
N 0.389544 0.464367 2.512554 0.155 0.151 -0.044 0.026
C 1.697544 0.687147 2.875120 -0.167 -0.071 0.315 0.001
C 2.806070 0.006430 2.377352 0.241 0.061 0.113 -0.028
C 4.160484 0.358682 2.908382 -0.075 0.047 -0.069 0.008
C 5.146942 0.833971 2.045025 -0.012 0.077 0.032 0.003
C 6.411381 1.157362 2.518442 -0.049 -0.021 0.000 -0.002
C 6.708732 1.009273 3.866316 -0.030 -0.021 -0.009 0.000
C 5.736913 0.527930 4.733354 -0.003 0.018 -0.031 0.000
C 4.474923 0.201426 4.256024 0.023 -0.084 0.031 0.004
C 2.746211 -1.036431 1.456052 0.145 -0.257 0.042 0.015
C 3.857096 -1.919864 1.139060 0.017 0.325 0.182 -0.001
C 3.375287 -2.898573 0.359076 -0.227 -0.173 -0.134 -0.005
C 1.962214 -2.630064 0.157838 0.273 0.076 0.134 -0.002
N 1.619228 -1.486488 0.838115 0.146 0.072 -0.293 -0.022
C 1.097113 -3.433698 -0.558257 -0.056 -0.276 -0.214 0.005
C -0.272659 -3.196703 -0.737102 -0.129 0.025 -0.217 -0.009
C -1.114279 -3.920337 -1.651567 0.191 -0.037 0.082 0.003
C -2.304939 -3.275594 -1.692975 -0.136 0.162 0.036 0.003
C -2.218286 -2.164718 -0.784422 -0.098 -0.159 -0.089 -0.003
N -0.977679 -2.146325 -0.216712 0.152 -0.198 0.007 -0.045
C 1.666630 -4.639130 -1.238667 -0.070 0.052 0.050 0.015
C 2.624692 -4.506159 -2.240323 -0.006 0.001 -0.066 0.006
C 3.136850 -5.623879 -2.885289 -0.018 0.011 0.022 -0.002
C 2.700070 -6.893691 -2.533012 -0.021 0.008 0.016 0.002
C 1.746993 -7.037636 -1.533145 -0.003 0.062 0.001 -0.003
C 1.232596 -5.917291 -0.893834 0.056 -0.044 0.048 0.009
C 1.725796 1.645952 3.951614 0.155 -0.040 -0.166 0.011
C 0.445252 1.923354 4.278293 -0.238 -0.042 0.003 -0.007
N -2.133932 -0.035456 1.272141 -0.137 0.367 -0.241 -0.007
H -7.898419 -1.820122 -3.164781 0.028 0.007 0.016 0.000
H -6.506735 0.200345 -3.503741 0.006 -0.011 0.016 0.000
H -4.373695 0.451256 -2.274441 -0.001 0.011 -0.014 -0.001
H -5.008022 -3.318457 -0.377333 -0.001 0.020 -0.034 0.000
H -7.145002 -3.576132 -1.589150 0.011 0.013 -0.007 0.000
H -5.320108 0.515142 0.446255 0.034 -0.058 0.033 -0.001
H -4.552643 1.784219 2.659903 0.043 -0.050 -0.021 0.000
H -3.548267 0.208762 4.964754 0.006 0.022 0.018 -0.001
H -4.749856 1.259597 6.851961 0.014 0.002 -0.002 0.000
H -4.395760 3.656684 7.366156 -0.001 -0.008 -0.031 0.000
H -2.880209 5.001923 5.943733 -0.006 -0.013 -0.010 0.000
H -1.710941 3.952112 4.042539 0.035 -0.035 0.042 0.000
H 4.911445 0.957539 0.994874 0.010 -0.009 0.010 0.000
H 7.163471 1.528970 1.833253 -0.017 -0.008 0.012 0.000
H 7.694737 1.258813 4.236892 -0.013 0.010 0.004 0.000
H 5.961024 0.403639 5.785341 0.007 -0.024 -0.014 0.000
H 3.729228 -0.204912 4.929406 -0.001 0.057 -0.008 0.001
H 4.865119 -1.818710 1.506794 -0.041 0.028 0.045 -0.001
H 3.916280 -3.750919 -0.017310 -0.062 -0.003 -0.036 -0.001
H -0.819168 -4.791579 -2.214478 -0.010 0.053 0.015 0.001
H -3.166516 -3.524696 -2.291472 0.039 0.015 0.013 0.003
H 2.960103 -3.514341 -2.520338 0.002 0.001 0.005 0.000
H 3.875376 -5.501206 -3.667915 -0.009 0.000 0.016 0.000
H 3.099519 -7.766413 -3.035205 -0.013 0.028 0.017 0.000
H 1.402327 -8.023796 -1.247668 0.011 0.015 -0.005 0.000
H 0.494299 -6.029627 -0.108188 0.003 0.002 -0.033 0.001
H 2.616908 2.064101 4.390706 -0.019 -0.087 0.045 0.002
H 0.099351 2.574563 5.064163 0.003 -0.019 -0.033 0.003
C 0.635350 -0.986972 -3.263715 0.052 -0.039 -0.072 0.019
C 1.366001 0.339974 -3.023840 0.001 0.223 0.013 0.005
C 2.727843 0.000088 -2.400776 0.023 -0.036 -0.059 0.001
C 1.596990 1.049907 -4.362345 0.004 -0.080 -0.038 0.000
P 0.394193 1.326164 -1.728433 0.114 0.198 -0.069 -0.011
N -0.094551 0.464792 -0.544518 0.116 0.891 -0.816 0.273
C 1.484417 2.743116 -1.089923 -0.121 -0.097 -0.029 0.074
C 2.489837 2.156132 -0.092624 0.022 0.155 0.012 -0.018
C 2.235355 3.545303 -2.156898 -0.012 0.037 0.036 0.005
C 0.573623 3.681850 -0.281654 0.089 0.051 0.046 0.003
C -1.113880 2.104928 -2.573335 0.045 -0.013 0.053 0.001
C -0.805217 3.303500 -3.477465 -0.098 -0.011 -0.087 0.001
C -1.816232 1.023593 -3.407270 -0.007 0.023 0.044 0.006
C -2.115722 2.526185 -1.482450 -0.023 0.077 -0.092 0.006
H 1.351586 -1.727129 -3.635855 -0.040 0.026 0.011 -0.001
H -0.158634 -0.906010 -4.000669 -0.026 0.005 0.001 0.006
H 0.211156 -1.360904 -2.338579 -0.062 -0.119 0.116 -0.007
H 3.199357 -0.787050 -2.997817 -0.010 0.038 0.004 0.002
H 2.622128 -0.369905 -1.380153 0.014 -0.031 0.021 0.003
H 3.402816 0.855168 -2.401022 -0.008 -0.025 0.007 -0.001
H 2.188491 0.394573 -5.011287 -0.010 0.001 0.043 0.000
H 2.145502 1.984008 -4.253514 -0.005 -0.025 -0.034 0.000
H 0.665093 1.261838 -4.884860 0.031 -0.058 -0.010 0.001
H 3.368945 1.742996 -0.580679 -0.014 -0.037 0.003 -0.001
H 2.021846 1.382693 0.506862 0.003 0.016 -0.019 0.003
H 2.830095 2.949050 0.583146 -0.003 -0.050 -0.050 0.001
H 3.010694 2.950212 -2.638822 0.008 0.035 0.031 0.001
H 2.731305 4.392563 -1.671680 -0.005 -0.033 0.019 -0.002
H 1.581053 3.947803 -2.928292 0.080 0.007 0.042 0.001
H -0.062757 3.118405 0.403346 0.007 0.009 0.015 -0.003
H -0.050876 4.308482 -0.915500 0.033 -0.011 0.030 -0.001
H 1.203830 4.346482 0.316490 0.000 -0.001 -0.038 0.000
H -0.019287 3.094324 -4.202682 -0.072 0.048 0.010 -0.001
H -0.520388 4.187626 -2.908475 -0.022 -0.024 -0.021 0.000
H -1.709037 3.558182 -4.041702 0.014 0.000 0.042 0.000
H -1.272508 0.772726 -4.314943 0.013 -0.018 -0.010 0.000
H -2.793070 1.407995 -3.714119 0.015 0.004 -0.015 0.000
H -1.979781 0.114146 -2.825169 0.010 -0.020 -0.008 -0.009
H -1.839364 3.456620 -0.990968 -0.059 -0.078 -0.034 0.000
H -2.204618 1.749586 -0.724965 -0.031 -0.003 0.005 -0.008
H -3.095259 2.683050 -1.947833 0.043 -0.007 0.014 0.000
```
Forces are in eV/Å.

Properties
orbital gap (alpha / beta) = 5.87 / 5.37 eV
LUMO (alpha / beta) = -0.78 / -0.96 eV
total charge = 0
highest occupied orbital energy (alpha / beta) = -6.7 / -6.3 eV
multiplicity = 2

=====

The lowest multiplicity belongs to which entry? C56H50NO3P2RhS3Te